DFT (the ωB97M-V functional and the def2-TZVPD basis) results for 5 unconnected molecules or ions with the total composition C42H38BrF5N2O11Si at a distorted geometry.

The geometry in ORCA input format:
```
! wB97M-V def2-TZVPD RIJCOSX def2/J DEFGRID3
* xyz 0 1
C -5.012 1.005 -0.101
Si -3.417 1.995 -0.120
C -2.817 2.463 -1.848
C -3.788 3.633 0.755
O -2.145 1.289 0.739
C -1.954 -0.092 0.514
C -1.093 -0.434 -0.712
N 0.222 0.222 -0.746
C 1.146 -0.531 -1.540
O 1.308 -0.467 -2.733
C 1.879 -1.352 -0.493
C 2.603 -2.518 -0.592
N 2.805 -3.175 -1.824
C 3.130 -3.043 0.577
C 2.974 -2.429 1.796
Br 3.740 -3.316 3.298
C 2.263 -1.228 1.929
C 2.032 -0.492 3.242
C 3.323 -0.071 3.992
C 3.069 0.211 5.500
C 3.419 -0.954 6.441
F 3.974 -0.395 7.569
F 4.343 -1.803 5.964
C 2.176 -1.710 6.976
F 1.405 -0.828 7.629
F 1.444 -2.249 5.993
F 2.494 -2.679 7.834
C 1.729 -0.743 0.763
C 0.878 0.498 0.499
O 0.771 1.534 1.102
H -5.885 1.667 -0.003
H -5.177 0.423 -1.020
H -5.043 0.349 0.782
H -3.492 3.194 -2.305
H -1.845 2.960 -1.713
H -2.658 1.569 -2.458
H -2.894 4.102 1.178
H -4.519 3.492 1.564
H -4.287 4.285 0.025
H -1.447 -0.486 1.411
H -2.885 -0.672 0.423
H -0.917 -1.529 -0.664
H -1.692 -0.267 -1.613
H 2.163 -3.960 -1.936
H 2.745 -2.542 -2.611
H 3.682 -3.977 0.541
H 1.526 0.444 2.976
H 1.314 -1.051 3.855
H 3.604 0.895 3.570
H 4.177 -0.722 3.817
H 3.706 1.041 5.810
H 2.006 0.437 5.630
O -5.917 5.551 -1.195
C -5.307 6.595 -1.292
C -5.942 7.892 -0.954
C -5.274 9.037 -1.062
C -3.864 9.066 -1.524
O -3.256 10.109 -1.621
C -3.229 7.769 -1.863
C -3.897 6.624 -1.754
H -6.971 7.850 -0.618
H -5.720 9.993 -0.820
H -2.200 7.810 -2.199
H -3.450 5.667 -1.996
O 6.115 -9.106 -0.582
C 5.187 -8.352 -0.775
C 4.736 -8.021 -2.150
C 3.718 -7.190 -2.360
C 2.993 -6.563 -1.231
O 2.063 -5.805 -1.423
C 3.441 -6.892 0.142
C 4.459 -7.722 0.354
H 5.278 -8.489 -2.961
H 3.375 -6.935 -3.354
H 2.897 -6.422 0.953
H 4.801 -7.976 1.349
O 5.809 1.020 2.917
C 6.018 1.086 1.723
C 7.378 0.896 1.166
C 7.604 0.969 -0.143
C 6.503 1.243 -1.101
O 6.710 1.307 -2.293
C 5.141 1.433 -0.543
C 4.916 1.360 0.766
H 8.167 0.696 1.880
H 8.589 0.834 -0.569
H 4.352 1.632 -1.257
H 3.929 1.495 1.191
O -9.064 -1.590 -6.059
C -8.129 -1.262 -5.363
C -8.339 -0.589 -4.057
C -7.311 -0.227 -3.293
C -5.913 -0.482 -3.715
O -4.976 -0.152 -3.017
C -5.701 -1.153 -5.020
C -6.728 -1.515 -5.784
H -9.367 -0.413 -3.766
H -7.444 0.265 -2.338
H -4.673 -1.329 -5.310
H -6.595 -2.007 -6.739
*
```

Calculated values
**SMILES string**: C[Si](C)(C)OCCN1C(=O)c2c(N)cc(Br)c(CCCC(F)(F)C(F)(F)F)c2C1=O.O=C1C=CC(=O)C=C1.O=C1C=CC(=O)C=C1.O=C1C=CC(=O)C=C1.O=C1C=CC(=O)C=C1
**Electronic energy**: -5923.1938 Ha
**HOMO-LUMO gap**: 7.31 eV
**Molecular weight**: 949.75 g/mol